# 1
The following is a quantum chemistry calculation of one molecule with the formula C2H2OS2, from OMol25.

```
7
Properties=species:S:1:pos:R:3
O -1.6100 -1.3943 -0.3113
C -0.4007 -1.1420 0.0779
C 0.3284 0.1783 0.1491
S 1.9541 -0.1012 -0.1702
S -0.6496 1.6013 -0.0442
H 0.2401 -1.9726 0.7727
H 0.1375 2.8305 -0.4741
```

Values from the calculation:
- Kohn-Sham gap: 0.28341 Eh
- HOMO energy: -9.59 eV
- Structure (SMILES): O=CC(=S)S

---

# 2
The following is a quantum chemistry calculation of one molecule with the formula C8H12N4O3, from OMol25.

```
27
Properties=species:S:1:pos:R:3
N -0.5606 -0.9462 2.0292
C -1.2905 0.0881 1.4027
C -0.4883 1.4590 1.4435
C 0.8724 1.3388 0.8567
C 1.8313 2.2618 0.9247
N 2.9164 1.6857 0.4526
C 2.4941 0.5223 -0.1185
N 1.2793 0.2626 0.1882
C -1.6051 -0.1631 -0.1347
O -1.8186 0.6932 -0.9883
N -1.6208 -1.4588 -0.4702
C -1.6164 -1.8372 -1.8841
C -0.4386 -1.8023 -2.8370
O -0.5471 -2.3661 -3.8447
O 0.6714 -1.1401 -2.4396
H -0.6330 -0.8891 3.0445
H 0.4507 -0.8998 1.8120
H -2.1371 0.3535 2.0247
H -0.4158 1.7308 2.5234
H -0.8837 2.3179 0.9008
H 1.7128 3.3027 1.2287
H 3.7397 2.2315 0.3017
H 3.1549 -0.1778 -0.6934
H -1.0818 -2.0271 0.1570
H -2.2132 -2.7779 -2.0324
H -2.3081 -1.1233 -2.2730
H 0.5356 -0.6392 -1.5743
```

Values from the calculation:
- Kohn-Sham gap: 0.35108 Eh
- HOMO energy: -9.06 eV
- Structure (SMILES): N[C@@H](Cc1c[nH]cn1)C(=O)NCC(=O)O

---

# 3
The following is a quantum chemistry calculation of one molecule with the formula C5H11NO, from OMol25.

```
18
Properties=species:S:1:pos:R:3
C -1.7276 1.4501 1.2132
N -0.6697 1.5013 0.2046
C -0.5692 0.2966 -0.5756
O -0.8315 -0.8967 0.1261
C 0.5090 -0.6795 -0.3517
C 1.5710 -0.3626 0.6695
C 0.9177 -1.6655 -1.4182
H -2.7288 1.2261 0.8064
H -1.7675 2.4179 1.7232
H -1.4898 0.6780 1.9515
H -0.8311 2.2827 -0.4226
H -1.0134 0.3423 -1.5738
H 1.9686 -1.2724 1.1332
H 1.1821 0.3026 1.4420
H 2.3958 0.1553 0.1625
H 1.8539 -1.3647 -1.9004
H 1.0737 -2.6515 -0.9629
H 0.1435 -1.7682 -2.1833
```

Values from the calculation:
- Kohn-Sham gap: 0.35871 Eh
- HOMO energy: -8.79 eV
- Structure (SMILES): CN[C@@H]1OC1(C)C

---

# 4
The following is a quantum chemistry calculation of a 6-piece molecular cluster, C13H26BrO21S6 overall, from OMol25.

```
67
Properties=species:S:1:pos:R:3
C 1.4918 -5.3172 2.0974
C 1.4167 -3.8356 2.2194
C 0.1214 -2.8888 1.8815
S -1.5419 -3.6264 2.3260
O -1.7134 -5.2431 1.8128
Br -1.6279 -3.7519 4.5903
H 1.6276 -5.8695 1.0480
H 1.3535 -6.0360 3.0247
H 2.4200 -3.2857 2.5563
H 0.2329 -1.9000 2.5407
H 0.1412 -2.5202 0.7604
H -2.4571 -5.3021 1.1440
C 2.0439 1.3769 -1.0042
C 1.9825 0.2083 -1.9841
O 0.9875 -0.6674 -1.4587
S -0.1489 0.2193 -0.6951
O -1.2536 0.4186 -1.6068
O -0.3154 -0.3040 0.6408
O 0.6943 1.6118 -0.6059
H 2.6213 1.1134 -0.1121
H 2.4690 2.2754 -1.4594
H 2.9407 -0.3084 -2.0768
H 1.6513 0.5407 -2.9736
C 2.0722 3.4702 -5.7652
C 2.6846 4.5484 -4.8751
O 3.6191 3.8613 -4.0460
S 4.2419 2.6044 -4.8783
O 5.5127 3.0155 -5.4324
O 4.0784 1.4068 -4.0874
O 3.1442 2.5844 -6.0835
H 1.3085 2.9007 -5.2258
H 1.6376 3.8863 -6.6780
H 1.9356 5.0624 -4.2681
H 3.2374 5.2832 -5.4698
C -1.9417 -8.5363 5.6452
C -2.5993 -9.4128 4.5826
O -2.8443 -8.5424 3.4803
S -1.6758 -7.4054 3.4329
O -0.6767 -7.8249 2.4753
O -2.3043 -6.1054 3.3964
O -1.0801 -7.6522 4.9303
H -2.6863 -7.9326 6.1741
H -1.3701 -9.1235 6.3688
H -3.5310 -9.8635 4.9326
H -1.9181 -10.2012 4.2454
C 3.1911 7.4591 0.0410
C 3.3189 5.9619 -0.2271
O 2.0258 5.5494 -0.6638
S 1.3220 6.7792 -1.4716
O 1.5242 6.5636 -2.8872
O 0.0224 7.0233 -0.8903
O 2.3374 7.9590 -0.9869
H 2.7088 7.6470 1.0057
H 4.1587 7.9674 0.0138
H 3.6218 5.4039 0.6620
H 4.0278 5.7660 -1.0386
C -3.9770 2.7063 0.2056
C -4.2334 1.2017 0.1946
O -5.6211 1.0575 0.4883
S -6.4272 2.3388 -0.1191
O -6.9799 1.9582 -1.4001
O -7.2197 2.9229 0.9378
O -5.1338 3.2944 -0.3871
H -3.8896 3.0838 1.2295
H -3.0804 2.9764 -0.3587
H -3.6261 0.6704 0.9313
H -4.0528 0.7784 -0.7991
```

Values from the calculation:
- Kohn-Sham gap: 0.21004 Eh
- HOMO energy: -11.00 eV
- Charge: +1

---

# 5
The following is a quantum chemistry calculation of one molecule with the formula C5H7ClN2O, from OMol25.

```
16
Properties=species:S:1:pos:R:3
C 1.8724 1.1922 0.0867
C 2.2493 0.1556 0.8003
C 0.4489 1.4464 -0.2807
C -0.5286 -1.9381 -0.1351
C -1.7678 0.5506 0.0243
N 0.1796 -0.8284 -0.6910
N -0.3391 0.3064 -0.3802
O -0.0439 2.5497 -0.4485
Cl 3.8168 -0.3218 1.0988
H 2.4061 2.1020 -0.2430
H -0.6219 -2.0238 1.0271
H -1.4824 -2.0975 -0.6347
H 0.0344 -2.9060 -0.5697
H -1.7851 1.5480 -0.2024
H -2.3830 0.0686 -0.5759
H -2.0558 0.1962 1.1241
```

Values from the calculation:
- Kohn-Sham gap (alpha / beta): 0.23877 / 0.32763 Eh
- HOMO energy (alpha / beta): -7.79 / -9.13 eV

---

# 6
The following is a quantum chemistry calculation of a 2-piece molecular cluster, C5H7N3O overall, from OMol25.

```
16
Properties=species:S:1:pos:R:3
C -2.9030 -2.4116 0.7710
C -2.8591 -0.9291 0.8643
N -3.9581 -0.1636 0.8314
N -3.7118 1.1500 0.9493
C -2.4017 1.2557 1.0608
C -1.7954 -0.0283 1.0076
C -0.4106 -0.3494 1.0943
N 0.7056 -0.6272 1.2491
H -2.5670 -2.8631 1.7142
H -3.9247 -2.7530 0.5643
H -2.2435 -2.7643 -0.0323
H -4.9151 -0.4856 0.7395
H -1.9241 2.2279 1.1524
O 2.3518 -0.8166 -1.4683
H 1.4176 -0.9707 -1.7080
H 2.4191 -1.0289 -0.5250
```

Values from the calculation:
- Kohn-Sham gap: 0.37794 Eh
- HOMO energy: -9.80 eV
- Structure (SMILES): Cc1[nH]ncc1C#N.O

---

# 7
The following is a quantum chemistry calculation of C35H43N7O8S2Si2Tb as an isolated structure, from OMol25.

```
98
Properties=species:S:1:pos:R:3
Tb 0.3394 0.2335 0.1595
O -1.5869 4.6184 -3.9836
C -1.8313 3.4455 -4.5376
O -2.3721 3.3501 -5.6196
C -1.4006 2.2447 -3.7901
C -1.4970 0.9427 -4.2523
N -1.0033 0.1406 -3.3020
N -0.5838 0.8182 -2.2391
C -0.8041 2.1093 -2.5063
C -0.4419 3.0870 -1.4458
O -0.4669 4.3180 -1.6896
O -0.1116 2.5793 -0.3404
H -1.1154 4.5518 -3.0789
H -1.8847 0.5906 -5.1859
H -0.8427 -0.8547 -3.3293
C 0.0652 -0.3562 4.5742
Si -0.1229 -0.9767 2.7073
C 0.7204 -2.7625 2.9014
C -2.0092 -1.5556 2.7572
C -2.4097 -2.4598 3.7382
C -3.6915 -2.9774 3.7859
C -4.6064 -2.6057 2.8180
C -4.2277 -1.7024 1.8417
C -2.9527 -1.1438 1.7982
Si -2.5352 0.2178 0.4587
C -3.1114 1.7905 1.4810
C -4.0435 0.1629 -0.8060
H -0.1825 -1.1242 5.3034
H -0.5833 0.4948 4.7662
H 1.0865 -0.0378 4.7685
H 0.7253 -3.1402 3.9227
H 1.7524 -2.7319 2.5605
H 0.2039 -3.4904 2.2771
H -1.7003 -2.7709 4.4942
H -3.9758 -3.6686 4.5702
H -5.6074 -3.0220 2.8229
H -4.9529 -1.4250 1.0909
H -4.1391 1.6958 1.8253
H -3.0450 2.6939 0.8805
H -2.4887 1.9332 2.3602
H -4.9860 0.4792 -0.3644
H -4.1878 -0.8261 -1.2327
H -3.8482 0.8385 -1.6351
N 4.5115 5.8032 -2.6195
C 4.1755 4.4587 -2.5988
C 2.8338 4.0698 -2.5992
C 2.5161 2.7268 -2.6328
C 3.5054 1.7664 -2.6620
C 4.8355 2.1347 -2.6790
C 5.1691 3.4759 -2.6496
S 2.9765 0.0618 -2.5760
O 1.8329 -0.0870 -3.4504
O 4.0998 -0.7949 -2.8727
N 2.4040 -0.1669 -1.0728
C 3.2935 -0.1063 -0.0871
N 2.8684 -0.6062 1.1043
C 3.6970 -0.5021 2.1250
C 4.9589 0.0655 2.0155
C 5.3148 0.5027 0.7492
N 4.5120 0.4165 -0.2926
H 3.7849 6.4336 -2.3184
H 5.4346 6.0389 -2.2908
H 2.0451 4.8094 -2.5628
H 1.4926 2.3963 -2.6459
H 5.5754 1.3527 -2.6994
H 6.2069 3.7780 -2.6533
H 3.3335 -0.9022 3.0657
H 5.6190 0.1506 2.8624
H 6.2863 0.9379 0.5443
C -0.3145 -4.4199 -0.9712
S 0.8511 -3.0121 -0.6257
O -0.0263 -1.8369 -0.8799
C 1.8592 -3.2376 -2.0979
C 1.3363 -3.0523 -3.3673
C 2.1491 -3.1996 -4.4727
C 3.4876 -3.5197 -4.3129
C 4.0168 -3.6753 -3.0413
C 3.2028 -3.5412 -1.9330
H -0.8315 -4.2301 -1.9047
H -1.0294 -4.4400 -0.1549
H 0.2328 -5.3539 -1.0154
H 0.2965 -2.7909 -3.4873
H 1.7498 -3.0420 -5.4630
H 4.1279 -3.6145 -5.1781
H 5.0685 -3.8849 -2.9154
H 3.5983 -3.6514 -0.9342
C 1.3839 5.4417 0.7192
N 1.2949 4.2127 1.4724
C 0.1405 4.0791 2.3339
C 1.9122 3.1148 1.0381
O 1.7520 1.9835 1.4825
H 1.1684 6.2808 1.3797
H 0.6583 5.4361 -0.1016
H 2.3858 5.5520 0.3052
H 0.1502 4.8668 3.0882
H 0.1754 3.1031 2.8146
H -0.7730 4.1381 1.7390
H 2.6781 3.3189 0.2661
```

Values from the calculation:
- Kohn-Sham gap (alpha / beta): 0.21865 / 0.21974 Eh
- HOMO energy (alpha / beta): -3.85 / -3.88 eV
- Charge: -1
- 2S+1: 7

---

# 8
The following is a quantum chemistry calculation of CH3N3O2S as an isolated structure, from OMol25.

```
10
Properties=species:S:1:pos:R:3
C 0.9411 -0.8307 -0.0024
N -0.0614 -1.3512 0.3280
N -1.2729 1.4369 0.8852
N 2.2325 -0.6076 -0.1908
O -2.4502 0.5897 -1.1245
O -1.2330 -1.3969 0.4225
S -2.3639 0.4510 0.3483
H -0.7188 1.9767 0.1395
H 2.4065 0.2344 0.3587
H 2.5201 -0.5024 -1.1645
```

Values from the calculation:
- Kohn-Sham gap: 0.35395 Eh
- HOMO energy: -9.55 eV

---

# 9
The following is a quantum chemistry calculation of a 2-piece molecular cluster, C4H4NO3S overall, from OMol25.

```
13
Properties=species:S:1:pos:R:3
C 0.7004 -0.0540 0.9862
C 1.8370 -0.5783 0.5103
C -2.2356 -0.7888 -0.0180
C -0.0355 0.5326 -0.0611
N 0.7780 0.2708 -1.2553
O -2.6734 0.1511 0.5289
O -2.0412 -1.8407 -0.4585
O 2.0364 -0.3811 -0.8000
S -0.4486 2.2895 0.0511
H 0.5390 -0.1773 2.0966
H 2.6244 -1.0706 1.0149
H 0.5768 -0.4431 -1.9930
H -1.6579 2.0899 -0.6023
```

Values from the calculation:
- Kohn-Sham gap: 0.18962 Eh
- HOMO energy: -1.53 eV
- Charge: -1